# C16H28Cl2MnN6O5PS

A molecular structure, C16H28Cl2MnN6O5PS (wB97M-V/def2-TZVPD, the OMol25 dataset).

Results
<S²>: 0.771
Largest force on an atom, eV/A: 0.8
Frontier orbital gap (alpha / beta), eV: 8.05 / 8.03
E_tot, eV: -112710.51850
Relative energy (zero: lowest compared OMol25 entry of this formula, charge and spin), eV: 0.000

```
! wB97M-V def2-TZVPD RIJCOSX def2/J DEFGRID3
* xyz 1 2
Mn 0.14342 -0.56932 -0.27032
N 0.57351 -2.49473 -1.01701
C 1.99446 -2.86428 -1.19341
C 2.67177 -1.99899 -2.24607
C 2.92468 -0.56433 -1.81226
N 1.66725 0.17169 -1.57748
H 0.14690 -3.09178 -0.31288
H 0.07556 -2.72222 -1.87170
H 2.07819 -3.91425 -1.48018
H 2.49319 -2.75139 -0.22832
H 2.07353 -2.00660 -3.16498
H 3.62962 -2.45277 -2.50626
H 3.53139 -0.05487 -2.56338
H 3.50627 -0.56269 -0.88677
H 1.21914 0.38905 -2.46153
H 1.85311 1.08793 -1.17960
Cl -2.37160 6.53406 1.45584
C -1.61862 5.00270 1.16617
C -1.14037 4.25695 2.23543
C -0.55245 3.03767 2.00460
Cl 0.00707 2.13622 3.38190
C -0.39655 2.45848 0.71325
O 0.11770 1.25573 0.63534
C -0.85445 3.28507 -0.35625
C -0.66453 3.00565 -1.77352
O -0.03673 2.09127 -2.26540
C -1.46575 4.52258 -0.10596
H -1.23746 4.62748 3.24683
H -1.07925 3.78612 -2.43759
H -1.80325 5.11728 -0.94671
C 3.39539 -0.16138 4.04457
C 2.02840 -0.69231 3.84480
N 1.20746 -1.06220 4.77101
N 0.07616 -1.42846 4.09946
C 0.17895 -1.31423 2.77789
S -0.96975 -1.66043 1.58838
N 1.44248 -0.86283 2.60371
N 1.94265 -0.50047 1.35324
H 3.59249 -0.09998 5.11131
H 3.48224 0.83631 3.61108
H 4.14512 -0.81059 3.58882
H -0.73759 -1.73162 4.60695
H 1.82522 0.51398 1.25996
H 2.91181 -0.78875 1.30144
C -3.52057 -2.82441 -1.65245
O -2.23067 -2.34315 -1.22801
P -1.85244 -0.77527 -1.34217
O -2.10785 -0.48276 -2.90492
C -1.20926 -1.02025 -3.86709
O -3.16129 -0.02796 -0.83618
C -3.32437 0.59170 0.44758
H -3.48257 -3.90835 -1.60049
H -3.73195 -2.50607 -2.67239
H -4.29557 -2.44847 -0.98774
H -1.28296 -2.11115 -3.90919
H -0.17994 -0.72649 -3.65176
H -1.49297 -0.61323 -4.83303
H -4.09160 0.04854 0.99539
H -3.64592 1.61710 0.28193
H -2.39681 0.57545 1.01613
*
```

Mulliken atomic charge list, values in e, 8 entries: 0.05 -0.21 -0.78 -0.51 -0.76 -0.36 0.32 0.25

=====

# C41H29BrIN10OPbSSe2

A molecular structure, C41H29BrIN10OPbSSe2 (wB97M-V/def2-TZVPD, the OMol25 dataset).

Results
Largest force on an atom, eV/A: 1.3
Frontier orbital gap, eV: 6.99
E_tot, eV: -284850.44959
Relative energy (zero: lowest compared OMol25 entry of this formula, charge and spin), eV: 0.105

```
! wB97M-V def2-TZVPD RIJCOSX def2/J DEFGRID3
* xyz 1 1
Pb 0.09866 -0.19162 -0.05985
Br 2.66951 1.22902 0.66902
C 2.80999 0.40202 2.40073
C 3.99160 0.60212 3.04295
C 4.16311 0.07839 4.34355
C 3.13383 -0.58325 4.94169
C 1.89426 -0.77775 4.27734
C 0.82639 -1.43007 4.94627
C -0.36285 -1.62629 4.31498
C -0.52190 -1.21322 2.97135
C 0.45924 -0.57251 2.25993
C 1.69678 -0.31531 2.93969
H 4.78746 1.16211 2.56674
H 5.10873 0.21911 4.85349
H 3.24429 -0.97709 5.94710
H 0.97786 -1.75446 5.97044
H -1.18705 -2.10229 4.83560
H -1.48310 -1.41976 2.49858
Se 0.00481 2.97291 -8.32836
N 0.00396 1.32724 -7.66881
C 0.04512 1.45379 -6.37316
C 0.05354 0.31829 -5.45116
C 0.01311 -0.99320 -5.92361
C 0.01511 -2.03057 -5.02449
C 0.05080 -1.71658 -3.66942
N 0.08835 -0.47945 -3.19815
C 0.09720 0.54588 -4.07037
C 0.14897 1.94355 -3.53589
N 0.21414 2.12545 -2.20283
C 0.24555 3.36232 -1.73182
C 0.20459 4.49978 -2.53151
C 0.14311 4.32716 -3.89271
C 0.12318 3.03388 -4.41357
C 0.07640 2.80137 -5.85821
N 0.06118 3.75943 -6.74031
H -0.02007 -1.16064 -6.99376
H -0.01223 -3.06232 -5.35117
H 0.04669 -2.51085 -2.92466
H 0.30617 3.45120 -0.64897
H 0.22529 5.48799 -2.08853
H 0.10904 5.16624 -4.57673
Se 0.03495 -8.40577 0.05529
N 1.34769 -7.21834 -0.01783
C 0.78042 -6.04562 -0.01550
C 1.52598 -4.78962 -0.08007
C 2.91888 -4.77171 -0.14087
C 3.56962 -3.56644 -0.23096
C 2.80598 -2.40402 -0.25475
N 1.48252 -2.40374 -0.17918
C 0.82984 -3.58029 -0.09095
C -0.65874 -3.56334 -0.02283
N -1.29501 -2.37222 -0.02417
C -2.62210 -2.34561 0.01510
C -3.40464 -3.49291 0.05989
C -2.77214 -4.71110 0.07387
C -1.37935 -4.75764 0.03214
C -0.65911 -6.02977 0.03730
N -1.25208 -7.18872 0.07858
H 3.45676 -5.71191 -0.11795
H 4.64925 -3.50765 -0.28162
H 3.28588 -1.43388 -0.33658
H -3.08508 -1.36350 0.01008
H -4.48336 -3.41389 0.08661
H -3.32419 -5.64248 0.11542
O -1.29977 1.97095 3.03692
S -0.45466 2.79794 2.09154
C -1.33431 4.39470 1.96528
C -0.38145 5.49084 2.44166
C 0.40914 4.86131 3.58754
C 0.91212 3.53287 3.03405
H -2.18039 4.26838 2.64134
H -1.69703 4.52064 0.94398
H -0.92567 6.38039 2.75694
H 0.29723 5.78279 1.63491
H -0.25042 4.68038 4.43928
H 1.22904 5.49548 3.92288
H 1.20392 2.79105 3.77968
H 1.73028 3.67654 2.32185
I -6.05562 1.74318 -1.55687
C -4.39847 1.48421 -0.36390
C -4.32531 1.58942 1.00808
N -3.04727 1.33885 1.34421
N -2.27737 1.10019 0.26757
C -3.08973 1.18642 -0.78130
H -5.09010 1.80507 1.73998
H -2.56622 1.45158 2.23645
H -2.71070 1.02493 -1.78446
*
```

Mulliken atomic charge list, values in e, 8 entries: 1.53 -0.18 0.80 -0.84 -0.73 -0.92 1.04 -0.89

=====

# C4H8O

A molecular structure, C4H8O (wB97M-V/def2-TZVPD, the OMol25 dataset).

Results
Largest force on an atom, eV/A: 0.4
Frontier orbital gap, eV: 10.74
E_tot, eV: -6323.97973
Relative energy (zero: lowest compared OMol25 entry of this formula, charge and spin), eV: 1.188

```
! wB97M-V def2-TZVPD RIJCOSX def2/J DEFGRID3
* xyz 0 1
C -1.25215 -0.79593 0.00459
C -0.01120 -0.08012 0.51447
C 1.28107 -0.37394 -0.26633
O 1.26828 0.92614 -0.87266
C 0.19693 1.34863 -0.01752
H -2.16249 -0.38365 0.45425
H -1.21241 -1.86511 0.24258
H -1.34019 -0.69487 -1.08403
H 0.07790 -0.18258 1.60060
H 1.22556 -1.17892 -1.01088
H 2.17319 -0.52417 0.35679
H 0.54082 2.07554 0.73098
H -0.63843 1.78457 -0.58132
*
```

Mulliken atomic charge list, values in e, 8 entries: -1.50 0.39 -0.47 -0.39 -0.47 0.35 0.35 0.37

=====

# C22H30N2O5S

C22H30N2O5S in the gas phase (wB97M-V/def2-TZVPD, the OMol25 dataset).

Results
Largest force on an atom, eV/A: 1.0
SMILES: CCCCOc1ccc(CNC(=O)NS(=O)(=O)c2ccc(OCC(C)C)cc2)cc1
Frontier orbital gap, eV: 9.06
E_tot, eV: -47354.52852
Relative energy (zero: lowest compared OMol25 entry of this formula, charge and spin), eV: 0.000

```
! wB97M-V def2-TZVPD RIJCOSX def2/J DEFGRID3
* xyz 0 1
C 0.12427 5.47437 -3.05488
C -1.15210 5.76725 -2.27596
C -1.89241 4.50395 -1.84203
C -1.09960 3.64632 -0.85695
O -2.02798 2.79539 -0.20953
C -1.60400 2.00233 0.80781
C -2.59911 1.27195 1.46118
C -2.27797 0.43239 2.50508
C -0.96051 0.30026 2.92995
C -0.59916 -0.65858 4.03416
N -0.31180 -1.97271 3.48860
C 0.94154 -2.35241 3.19398
O 1.95411 -1.77931 3.52752
N 0.98339 -3.55610 2.47064
S -0.06839 -3.86931 1.19775
O 0.39371 -5.08336 0.60311
O -1.40944 -3.80741 1.70727
C 0.20490 -2.49544 0.09875
C -0.79975 -1.57423 -0.13655
C -0.56081 -0.51441 -0.98374
C 0.69384 -0.35694 -1.58494
O 0.83482 0.72324 -2.38066
C 2.02679 0.87569 -3.13352
C 1.86402 2.09007 -4.05040
C 3.17648 2.37567 -4.77386
C 0.73011 1.85577 -5.04417
C 1.69604 -1.29633 -1.33697
C 1.44207 -2.36597 -0.49783
C 0.02642 1.01546 2.26960
C -0.28280 1.86414 1.22088
H -0.09088 4.83458 -3.90746
H 0.85668 4.97940 -2.42206
H 0.56428 6.39891 -3.42164
H -1.82278 6.35925 -2.90203
H -0.91019 6.36519 -1.39441
H -2.82425 4.78689 -1.34840
H -2.14894 3.90318 -2.71582
H -0.60509 4.28955 -0.11548
H -0.34001 3.04663 -1.37471
H -3.61874 1.38513 1.12791
H -3.05910 -0.12371 3.00268
H 0.30330 -0.32618 4.55174
H -1.41909 -0.75502 4.74990
H -1.06848 -2.50752 3.07926
H 1.91698 -3.90810 2.32209
H -1.75872 -1.70721 0.33689
H -1.33033 0.20788 -1.20051
H 2.20728 -0.02383 -3.73636
H 2.88015 1.02747 -2.45889
H 1.60839 2.94745 -3.42150
H 3.46063 1.52910 -5.39516
H 3.97840 2.56735 -4.06473
H 3.06806 3.24818 -5.41244
H 0.57710 2.73938 -5.65873
H -0.19230 1.63324 -4.51462
H 0.96556 1.01886 -5.69834
H 2.66989 -1.20370 -1.78941
H 2.19974 -3.11068 -0.31194
H 1.05473 0.90643 2.58082
H 0.51027 2.40682 0.73148
*
```

Mulliken atomic charge list, values in e, 8 entries: -0.89 -0.68 -0.63 0.12 -0.40 0.22 -0.44 -0.43